The following is a DFT calculation (the ωB97M-V functional and the def2-TZVPD basis) of 3 unconnected molecules or ions with the total composition C27H53N4O3PS.

Geometry as XYZ:
```
89
Properties=species:S:1:pos:R:3:mulliken_charge:R:1
P -1.067 0.113 3.978 -0.13
C -0.768 1.762 3.203 -0.93
C -0.712 1.782 1.652 -0.20
C -1.077 0.508 0.901 -1.05
C 0.063 -0.504 0.748 -0.07
C -0.232 -1.538 -0.350 -0.97
C 0.661 -1.455 -1.603 0.25
C 0.959 -0.051 -2.129 -0.69
S 2.712 0.257 -2.547 -0.24
C 3.501 -0.445 -1.168 0.28
N 4.303 -1.465 -1.144 -0.23
N 4.677 -1.621 0.187 -0.35
C 4.063 -0.684 0.850 0.07
O 3.310 0.113 0.048 -0.20
H -2.437 -0.031 3.685 0.02
H -1.196 0.527 5.319 0.07
H 0.178 2.117 3.600 0.45
H -1.516 2.471 3.538 0.43
H 0.271 2.113 1.334 0.32
H -1.409 2.549 1.329 -0.11
H -1.968 0.034 1.304 0.38
H -1.342 0.808 -0.112 0.56
H 0.250 -0.999 1.694 0.52
H 0.945 0.077 0.511 -0.05
H -1.269 -1.445 -0.655 0.48
H -0.081 -2.527 0.065 0.23
H 0.139 -1.987 -2.392 0.51
H 1.571 -2.019 -1.430 -0.42
H 0.613 0.740 -1.476 0.25
H 0.468 0.095 -3.083 0.42
H 4.078 -0.490 1.902 0.45
C 3.580 -6.909 -2.010 -1.87
C 2.777 -5.843 -1.243 1.93
C 3.709 -4.959 -0.411 -0.82
C 4.252 -5.655 0.835 -0.71
C 3.107 -6.212 1.681 -1.34
C 2.181 -7.139 0.896 1.77
N 1.741 -6.469 -0.366 0.48
O 0.761 -5.661 -0.152 -0.57
C 2.890 -8.479 0.614 -1.82
C 0.946 -7.470 1.725 -1.91
C 2.091 -5.005 -2.312 -1.66
H 4.127 -7.601 -1.378 0.32
H 2.917 -7.492 -2.651 0.39
H 4.316 -6.417 -2.646 0.41
H 3.176 -4.057 -0.094 -0.05
H 4.535 -4.618 -1.037 0.45
H 4.954 -6.446 0.557 0.37
H 4.824 -4.937 1.425 0.41
H 3.498 -6.757 2.543 0.39
H 2.523 -5.375 2.078 0.38
H 2.375 -9.036 -0.170 0.36
H 2.881 -9.091 1.515 0.49
H 3.935 -8.371 0.335 0.32
H 0.420 -6.576 2.054 0.37
H 1.251 -8.024 2.612 0.44
H 0.249 -8.088 1.158 0.45
H 1.369 -5.599 -2.874 0.54
H 2.845 -4.634 -3.007 0.43
H 1.574 -4.148 -1.894 0.02
C -2.210 7.266 -2.189 -1.60
C -3.051 6.060 -1.740 1.62
C -4.546 6.350 -1.885 -1.26
C -5.093 7.295 -0.817 -0.47
C -4.757 6.777 0.580 -1.33
C -3.262 6.526 0.780 1.81
N -2.735 5.673 -0.331 0.53
O -2.986 4.429 -0.120 -0.60
C -2.509 7.868 0.876 -1.90
C -3.026 5.802 2.100 -1.94
C -2.670 4.913 -2.668 -1.97
H -2.370 8.168 -1.606 0.27
H -1.147 7.023 -2.145 0.39
H -2.455 7.514 -3.222 0.43
H -5.096 5.405 -1.829 0.36
H -4.728 6.758 -2.881 0.42
H -4.700 8.305 -0.963 0.32
H -6.176 7.375 -0.923 0.39
H -5.097 7.482 1.341 0.36
H -5.302 5.843 0.751 0.39
H -1.437 7.726 0.736 0.38
H -2.659 8.298 1.866 0.48
H -2.857 8.618 0.169 0.36
H -3.593 4.876 2.167 0.37
H -3.339 6.446 2.921 0.49
H -1.969 5.567 2.232 0.45
H -1.626 4.628 -2.533 0.48
H -2.804 5.238 -3.700 0.42
H -3.289 4.032 -2.511 0.37
```

Computed properties:
Spin multiplicity ... 3
⟨S²⟩ ... 2.008
E_LUMO (alpha / beta) ... 0.5615 / 0.3125 eV
E ... -2244.6847 a.u.

---

The following is a DFT calculation (the ωB97M-V functional and the def2-TZVPD basis) of 6 unconnected molecules or ions with the total composition C27H53O8P.

Geometry as XYZ:
```
89
Properties=species:S:1:pos:R:3:mulliken_charge:R:1
C -2.082 0.525 -4.368 -0.66
C -3.076 -0.140 -3.404 -0.69
P -2.892 0.201 -1.595 -0.23
C -2.880 2.044 -1.563 -0.08
C -2.555 2.628 -0.180 -1.09
C -1.083 -0.256 -1.407 0.33
C -0.511 -0.208 0.001 -0.03
O -1.195 -1.307 0.624 -0.40
C -1.409 -2.227 -0.343 0.54
O -1.772 -3.338 -0.144 -0.59
O -1.105 -1.716 -1.561 -0.46
H -2.497 0.582 -5.380 0.41
H -1.145 -0.039 -4.439 0.23
H -1.844 1.547 -4.069 -0.06
H -4.098 0.173 -3.651 0.51
H -3.032 -1.233 -3.483 0.41
H -2.224 2.489 -2.319 -0.13
H -3.908 2.323 -1.840 0.45
H -2.823 3.690 -0.140 0.44
H -3.112 2.114 0.613 0.35
H -1.486 2.562 0.046 0.03
H -0.407 0.159 -2.158 0.34
H -0.616 0.720 0.559 0.23
H 0.557 -0.469 -0.050 0.08
C 3.693 -0.356 -3.342 -0.73
C 4.464 0.961 -3.286 -0.64
C 3.337 1.965 -3.100 -0.38
O 2.315 1.290 -2.355 -0.19
C 2.606 -0.108 -2.307 -0.09
H 4.303 -1.226 -3.106 0.39
H 3.253 -0.503 -4.330 0.28
H 5.131 0.972 -2.421 0.24
H 5.057 1.160 -4.177 0.38
H 2.932 2.277 -4.067 0.13
H 3.639 2.858 -2.550 0.37
H 2.961 -0.367 -1.302 0.15
H 1.690 -0.669 -2.500 0.14
C -1.345 -5.652 2.264 -0.36
C -1.361 -4.981 3.635 -0.32
C -0.438 -5.889 4.438 -0.35
O 0.520 -6.400 3.513 -0.44
C 0.103 -6.110 2.174 -0.45
H -1.628 -4.986 1.452 0.14
H -2.016 -6.514 2.259 0.28
H -0.938 -3.976 3.563 0.18
H -2.356 -4.901 4.071 0.36
H -0.993 -6.725 4.880 0.24
H 0.091 -5.368 5.238 0.23
H 0.741 -5.318 1.767 0.24
H 0.236 -7.006 1.566 0.30
C 0.621 4.671 -6.103 -0.58
C -0.489 5.213 -7.002 -0.61
C -1.468 4.045 -7.017 -0.49
O -1.333 3.401 -5.749 -0.35
C -0.182 3.895 -5.068 0.03
H 1.241 5.448 -5.657 0.39
H 1.270 3.996 -6.667 0.30
H -0.950 6.090 -6.544 0.27
H -0.150 5.488 -8.000 0.35
H -1.218 3.330 -7.808 0.28
H -2.506 4.353 -7.146 0.28
H -0.500 4.548 -4.246 0.24
H 0.352 3.047 -4.641 -0.14
C 3.596 1.790 0.991 -0.24
C 3.674 2.055 2.494 -0.65
C 3.620 3.577 2.538 -0.50
O 2.826 3.980 1.422 -0.48
C 2.625 2.874 0.543 0.49
H 3.250 0.788 0.741 0.14
H 4.574 1.940 0.528 0.25
H 2.803 1.629 2.997 0.26
H 4.570 1.652 2.965 0.38
H 4.621 4.010 2.442 0.27
H 3.164 3.964 3.450 0.31
H 1.586 2.532 0.628 -0.17
H 2.788 3.199 -0.483 -0.07
C -1.044 -2.987 7.423 -0.53
C -2.336 -3.566 6.853 -0.15
C -3.345 -3.178 7.926 -0.55
O -2.881 -1.947 8.482 -0.40
C -1.545 -1.691 8.049 -0.45
H -0.271 -2.820 6.674 0.32
H -0.639 -3.649 8.191 0.27
H -2.580 -3.080 5.906 0.12
H -2.294 -4.642 6.683 0.26
H -3.391 -3.933 8.718 0.27
H -4.352 -3.027 7.534 0.29
H -1.554 -0.877 7.315 0.26
H -0.954 -1.372 8.909 0.29
```

Computed properties:
E_LUMO ... 0.4704 eV
Structure (SMILES) ... CCP(CC)[C@H]1COC(=O)O1.C1CCOC1.C1CCOC1.C1CCOC1.C1CCOC1.C1CCOC1
E ... -2003.7672 a.u.

---

The following is a DFT calculation (the ωB97M-V functional and the def2-TZVPD basis) of a molecular structure, C27H54Br4F3IN4O4P.

Geometry as XYZ:
```
98
Properties=species:S:1:pos:R:3:mulliken_charge:R:1
C -1.394 -3.142 2.396 -0.51
O -1.468 -1.898 1.615 -0.24
C -0.524 -1.882 0.489 -0.44
C 0.705 -0.765 0.664 -0.43
I 2.300 -1.492 -0.707 0.08
C 1.392 -0.889 2.158 -0.96
O 1.805 -2.249 2.531 -0.01
C 3.234 -2.302 2.913 -0.32
C 3.472 -3.820 3.568 0.14
C 4.592 -3.789 4.783 -1.25
C 3.856 -4.955 2.435 0.01
C 2.591 -5.407 1.487 -0.51
C 5.157 -4.559 1.508 -0.61
N 0.565 -0.331 3.289 0.09
C 0.233 1.100 2.813 -0.50
N 0.728 2.110 3.598 -0.27
N -0.588 1.202 1.566 0.66
C -1.332 2.485 1.391 -0.13
C -2.958 2.104 1.282 -0.54
O -3.135 0.631 1.244 -0.31
C -4.080 0.229 0.183 -0.11
C -4.646 -1.331 0.377 0.73
F -6.113 -1.292 0.120 -0.28
F -4.464 -1.853 1.751 -0.23
F -4.075 -2.273 -0.645 -0.25
C 0.195 0.786 0.302 -0.13
O -0.821 0.838 -0.758 1.11
C -0.331 0.579 -2.095 -0.61
C -1.279 1.184 -3.322 0.12
C -2.344 0.011 -3.857 -1.13
C -2.202 2.462 -2.879 -0.68
C -1.399 3.879 -2.700 1.23
C -0.093 4.071 -3.671 -1.25
C -2.478 5.075 -3.151 -1.16
P 1.637 2.054 0.140 0.19
N 1.222 3.356 -0.790 -0.57
H -1.559 -2.839 3.539 0.24
H -2.215 -3.941 2.134 0.26
H -0.360 -3.693 2.361 0.05
H -1.143 -1.738 -0.492 0.04
H 0.045 -2.924 0.362 0.38
H 2.391 -0.236 2.102 0.52
H 3.522 -1.519 3.753 0.22
H 3.851 -2.129 1.925 0.16
H 2.449 -4.146 4.078 0.17
H 4.124 -3.130 5.659 0.37
H 4.706 -4.887 5.180 0.36
H 5.627 -3.371 4.412 0.25
H 4.174 -5.929 3.047 0.34
H 2.808 -6.489 1.048 0.30
H 1.666 -5.553 2.224 0.24
H 2.348 -4.627 0.645 -0.17
H 5.525 -5.553 0.981 0.02
H 6.074 -4.143 2.141 0.23
H 4.855 -3.795 0.644 0.17
H 1.101 -0.265 4.188 0.45
H 0.160 2.749 4.216 0.28
H 1.771 2.314 3.574 0.29
H -1.072 3.127 0.451 -0.46
H -1.279 3.234 2.318 0.54
H -3.575 2.500 2.198 0.28
H -3.434 2.570 0.307 0.34
H -3.600 0.274 -0.901 -0.19
H -5.029 0.912 0.227 0.46
H -0.357 -0.606 -2.257 0.15
H 0.759 0.909 -2.345 0.28
H -0.570 1.386 -4.249 0.49
H -1.934 -1.075 -3.721 0.29
H -2.501 0.233 -5.019 0.35
H -3.363 0.227 -3.326 0.25
H -2.752 2.247 -1.855 -0.26
H -3.053 2.640 -3.677 0.51
H -1.188 4.088 -1.551 -0.27
H 0.547 5.019 -3.334 0.31
H 0.678 3.160 -3.621 0.22
H -0.475 4.260 -4.761 0.32
H -2.610 4.973 -4.333 0.32
H -3.501 4.893 -2.593 0.22
H -2.063 6.153 -2.963 0.29
H 2.821 1.507 -0.503 0.19
H 2.071 2.611 1.398 0.04
H 1.348 4.203 -0.158 0.24
Br 5.812 -6.734 -1.455 -0.11
C 4.099 -7.106 -2.309 -0.51
C 3.723 -6.012 -3.281 -0.70
Br 3.068 -4.430 -2.346 -0.05
H 3.367 -7.246 -1.509 0.28
H 4.242 -8.055 -2.833 0.37
H 2.893 -6.330 -3.918 0.34
H 4.556 -5.688 -3.912 0.37
Br -3.096 7.418 -0.356 -0.13
C -4.637 8.557 -0.721 -0.55
C -5.047 8.473 -2.173 -0.56
Br -3.843 9.506 -3.308 -0.11
H -4.369 9.568 -0.404 0.36
H -5.431 8.176 -0.073 0.34
H -6.033 8.921 -2.322 0.36
H -5.055 7.451 -2.563 0.28
```

Computed properties:
Charge ... +1
E_LUMO ... -5.2915 eV
E ... -12815.0596 a.u.

---

The following is a DFT calculation (the ωB97M-V functional and the def2-TZVPD basis) of a molecular structure, C27H54BrN2O52P2S12.

Geometry as XYZ:
```
150
Properties=species:S:1:pos:R:3:mulliken_charge:R:1
O 5.928 -5.337 -2.527 -0.61
P 4.685 -4.424 -2.631 1.01
O 3.550 -4.929 -3.853 -0.36
O 3.758 -4.357 -1.161 -0.30
C 5.215 -2.644 -3.008 -0.31
C 5.858 -1.918 -1.749 -0.27
N 6.109 -0.587 -2.350 0.30
P 6.816 0.721 -1.354 0.31
O 5.549 1.929 -1.310 -0.42
Br 7.138 -0.042 0.798 -0.14
C 5.697 -0.526 -3.776 -0.27
N 5.129 -1.807 -4.220 0.11
H 2.974 -4.109 -3.958 0.28
H 3.251 -3.488 -1.220 0.43
H 6.025 -2.335 -0.689 0.34
H 4.751 1.509 -1.752 0.36
H 5.810 0.423 -4.417 0.37
H 4.745 -2.122 -5.128 0.29
C 1.785 1.427 -1.500 -0.09
C 0.469 0.744 -1.160 -0.55
O 0.338 -0.310 -2.117 -0.28
S 1.818 -0.862 -2.502 1.14
O 2.081 -2.035 -1.711 -0.76
O 1.955 -0.836 -3.931 -0.64
O 2.673 0.372 -1.877 -0.14
H 1.672 2.099 -2.356 0.33
H 2.191 1.983 -0.653 0.13
H -0.380 1.426 -1.220 0.40
H 0.503 0.292 -0.164 0.30
C 3.139 5.034 1.944 -0.13
C 2.844 4.064 3.083 -0.34
O 1.429 4.066 3.215 -0.32
S 0.760 4.312 1.755 0.89
O 0.387 3.035 1.208 -0.44
O -0.156 5.415 1.861 -0.30
O 2.102 4.825 0.988 -0.39
H 3.083 6.071 2.286 0.04
H 4.116 4.853 1.492 0.36
H 3.317 4.365 4.019 0.32
H 3.160 3.048 2.826 0.27
C 1.762 -5.776 -6.586 -0.18
C 1.861 -7.133 -7.269 0.09
O 1.076 -7.009 -8.455 -0.30
S 1.164 -5.477 -8.992 1.09
O 2.164 -5.417 -10.022 -0.55
O -0.171 -4.981 -9.170 -0.54
O 1.786 -4.815 -7.642 -0.30
H 0.812 -5.671 -6.052 0.33
H 2.588 -5.602 -5.893 0.23
H 1.485 -7.947 -6.638 -0.11
H 2.892 -7.351 -7.567 0.31
C -2.852 -2.653 -1.303 -0.16
C -2.279 -3.658 -0.311 -0.43
O -2.191 -2.952 0.924 -0.30
S -3.400 -1.865 1.002 1.01
O -4.472 -2.440 1.766 -0.60
O -2.836 -0.578 1.294 -0.42
O -3.822 -1.903 -0.570 -0.11
H -2.079 -1.960 -1.653 0.06
H -3.317 -3.140 -2.162 0.36
H -1.299 -4.029 -0.614 0.33
H -2.960 -4.503 -0.169 0.31
C 1.879 8.630 4.121 0.02
C 1.165 8.242 5.411 -0.26
O 2.044 7.314 6.056 -0.32
S 3.585 7.705 5.700 1.10
O 4.108 8.482 6.789 -0.56
O 4.248 6.538 5.181 -0.51
O 3.267 8.714 4.466 -0.33
H 1.763 7.856 3.356 -0.05
H 1.527 9.585 3.726 0.35
H 0.189 7.790 5.230 0.25
H 1.046 9.107 6.071 0.32
C 5.393 -6.805 1.412 0.52
C 4.632 -8.117 1.539 -0.39
O 4.286 -8.213 2.920 -0.32
S 4.046 -6.717 3.511 1.09
O 2.634 -6.449 3.499 -0.55
O 4.860 -6.556 4.683 -0.54
O 4.729 -5.893 2.288 -0.28
H 6.426 -6.914 1.754 -0.18
H 5.388 -6.422 0.389 0.03
H 5.229 -8.976 1.230 0.34
H 3.704 -8.092 0.959 0.35
C -0.132 -10.732 -2.908 -0.33
C -1.031 -11.026 -4.101 -0.35
O -1.079 -9.806 -4.840 -0.33
S 0.339 -9.030 -4.672 1.25
O 1.154 -9.328 -5.820 -0.65
O 0.074 -7.690 -4.232 -0.54
O 0.904 -9.888 -3.413 -0.31
H -0.672 -10.180 -2.133 0.29
H 0.293 -11.640 -2.477 0.31
H -2.034 -11.334 -3.800 0.32
H -0.593 -11.795 -4.745 0.31
C -7.181 1.725 -1.893 -0.33
C -7.884 1.331 -0.601 -0.34
O -7.003 0.406 0.035 -0.34
S -5.467 0.801 -0.328 1.08
O -4.933 1.576 0.758 -0.55
O -4.807 -0.371 -0.853 -0.39
O -5.795 1.813 -1.560 -0.30
H -7.298 0.952 -2.658 0.28
H -7.541 2.679 -2.284 0.28
H -8.858 0.874 -0.780 0.31
H -8.004 2.194 0.061 0.28
C -4.204 7.794 0.874 -0.34
C -4.910 7.411 2.169 -0.03
O -4.039 6.477 2.804 -0.32
S -2.498 6.852 2.435 0.90
O -1.947 7.624 3.521 -0.51
O -1.858 5.680 1.912 -0.33
O -2.815 7.866 1.205 -0.33
H -4.331 7.024 0.113 0.48
H -4.553 8.751 0.483 0.20
H -5.890 6.966 1.992 0.23
H -5.018 8.277 2.830 0.17
C 9.765 -7.580 4.774 -0.34
C 9.417 -6.390 3.891 -0.24
O 9.478 -6.888 2.554 -0.33
S 9.032 -8.452 2.553 1.01
O 7.644 -8.524 2.184 -0.45
O 10.054 -9.215 1.895 -0.56
O 9.144 -8.706 4.154 -0.31
H 10.845 -7.754 4.794 0.29
H 9.398 -7.457 5.795 0.32
H 10.109 -5.557 4.023 0.32
H 8.394 -6.046 4.077 0.23
C -8.334 8.673 -2.468 -0.40
C -7.925 9.128 -1.073 -0.34
O -7.464 7.948 -0.418 -0.17
S -6.785 6.962 -1.518 1.05
O -5.362 7.157 -1.481 -0.60
O -7.393 5.667 -1.405 -0.53
O -7.366 7.695 -2.847 -0.31
H -9.317 8.192 -2.453 0.30
H -8.345 9.497 -3.184 0.32
H -8.753 9.577 -0.522 0.36
H -7.092 9.837 -1.118 0.27
C -8.358 7.308 6.103 -0.35
C -8.276 5.945 5.428 -0.27
O -9.054 6.073 4.238 -0.31
S -8.941 7.600 3.693 0.95
O -7.935 7.638 2.666 -0.32
O -10.267 8.114 3.504 -0.59
O -8.315 8.260 5.040 -0.31
H -9.308 7.430 6.631 0.29
H -7.533 7.474 6.798 0.32
H -8.666 5.144 6.058 0.32
H -7.248 5.710 5.136 0.24
```

Computed properties:
Charge ... +1
E_LUMO ... -4.6912 eV
E ... -13117.4545 a.u.